DFT (ωB97M-V/def2-TZVPD) results for a molecular structure, C4H9NO2S at a distorted geometry.

Output
HOMO energy, eV: -7.36
Kohn-Sham gap, eV: 3.2
Energy relative to the best compared isomer or geometry (same formula, charge and spin), kJ/mol: 979.4

```
! RIJCOSX wB97M-V def2-TZVPD def2/J DEFGRID3
* xyz 0 1
C -0.815 0.529 0.345
C -1.158 2.036 0.417
C -0.905 2.520 -0.910
S -2.908 -1.903 -0.487
N -1.675 2.444 1.550
C 3.610 -0.943 0.316
O 4.222 -1.562 -0.827
O 2.545 -0.305 0.401
H 0.179 0.460 -0.314
H -1.595 0.147 -0.354
H -0.829 -0.034 1.320
H -1.612 3.481 1.625
H -1.031 3.612 -1.040
H -0.429 1.889 -1.604
H -2.578 -3.051 -1.044
H 4.352 -1.134 1.179
H 3.272 -1.935 -0.419
*
```